Here is 2 unconnected molecules or ions with the total composition C4H6NP in a non-equilibrium geometry from the OMol25 dataset. Energies are from ωB97M-V/def2-TZVPD.

Structure (XYZ):
```
12
Properties=species:S:1:pos:R:3:lowdin_charge:R:1
P 0.714 -1.922 0.803 0.87
N -1.135 2.659 0.231 0.10
C -0.371 -0.421 -1.029 -0.25
C -0.249 0.425 0.090 -0.10
C 0.398 -0.150 1.132 -0.37
C 0.078 -1.667 -0.924 -0.33
H 0.009 -2.483 -1.640 0.07
H 0.508 0.139 2.200 0.06
H -0.267 3.172 -0.051 0.00
H 1.974 -2.010 -0.017 -0.01
H -0.770 -0.058 -1.891 0.07
H -0.890 2.317 1.096 -0.11
```

Properties
- Highest occupied orbital energy (spin up / spin down): -9.30 / -9.30 eV
- E: -15018.214 eV
- HOMO-LUMO gap (spin up / spin down): 8.53 / 8.86 eV

=====

Here is a molecular structure, C3H6OS in a non-equilibrium geometry from the OMol25 dataset. Energies are from ωB97M-V/def2-TZVPD.

Structure (XYZ):
```
11
Properties=species:S:1:pos:R:3:lowdin_charge:R:1
S -1.002 1.376 1.261 0.80
O -1.919 0.359 -1.664 -0.11
C -0.233 0.079 0.337 -0.82
C 1.201 -0.555 0.530 -0.19
C -0.656 0.089 -1.216 -0.17
H 0.923 -1.962 0.655 0.19
H 0.593 -0.124 -1.999 0.20
H -1.828 1.771 0.445 -0.21
H -0.818 -0.940 0.535 0.11
H 2.079 -0.108 -0.379 0.13
H 1.659 0.015 1.493 0.08
```

Properties
- Highest occupied orbital energy: -9.32 eV
- E: -16084.809 eV
- HOMO-LUMO gap: 9.13 eV

=====

Here is a molecular structure, C32H38N4O2Pt from the OMol25 dataset. Energies are from ωB97M-V/def2-TZVPD.

Structure (XYZ):
```
77
Properties=species:S:1:pos:R:3:lowdin_charge:R:1
Pt -0.010 0.414 0.118 1.25
O -3.535 0.411 2.168 0.07
O 3.300 -0.923 2.098 0.07
N 1.925 -0.131 0.418 -0.08
N 0.478 3.215 -0.941 0.20
N -0.157 -0.423 1.936 -0.04
N -2.128 0.145 0.336 -0.04
C -4.008 -2.675 1.665 -0.05
C 4.911 1.262 -1.294 -0.04
C -3.278 -0.026 -0.522 -0.14
C -2.001 -2.887 0.127 -0.06
C 4.257 -0.738 -2.418 -0.04
C -5.126 -1.426 -1.210 -0.05
C 2.996 0.015 -0.520 -0.17
C -3.795 0.995 -1.349 -0.14
C 2.405 -2.217 -1.698 -0.36
C -5.663 -0.412 -1.974 -0.08
C -0.233 -0.888 4.572 -0.01
C 3.728 2.121 0.740 -0.37
C 4.835 1.922 1.782 -0.05
C 0.991 -0.690 2.546 -0.16
C 0.361 2.088 -0.702 -0.30
C -1.395 -0.507 3.911 0.03
C 2.839 -3.247 -0.650 -0.04
C -2.453 0.169 1.656 -0.51
C 0.883 -2.078 -1.728 -0.09
C 2.208 -0.587 1.667 -0.48
C -4.976 0.784 -2.052 -0.04
C 5.109 0.347 -2.309 -0.07
C -3.112 2.326 -1.605 -0.36
C -3.485 -2.545 0.230 -0.35
C -1.939 2.064 -2.560 -0.08
C -3.940 -1.273 -0.494 -0.12
C -2.811 3.123 -0.329 -0.07
C 3.863 1.115 -0.390 -0.13
C 3.757 3.566 0.229 -0.07
C 3.196 -0.929 -1.538 -0.13
C 0.984 -0.968 3.897 0.03
C -1.319 -0.265 2.551 -0.18
H 0.468 -2.120 -0.722 0.03
H -3.713 3.182 0.282 0.09
H -1.668 -2.819 -0.909 0.07
H -5.079 -2.470 1.704 0.09
H 3.042 3.721 -0.580 0.05
H -3.828 2.933 -2.164 0.12
H -2.506 4.144 -0.580 0.07
H 5.815 2.094 1.328 0.08
H 5.589 2.101 -1.196 0.11
H 2.768 1.953 1.228 0.11
H 2.690 -2.863 0.361 0.07
H -5.358 1.585 -2.674 0.11
H 0.568 -1.153 -2.212 0.07
H -0.267 -1.093 5.635 0.12
H -1.341 2.956 -2.747 0.06
H 3.530 4.257 1.044 0.08
H 1.910 -1.213 4.396 0.13
H -6.586 -0.559 -2.519 0.10
H 3.896 -3.492 -0.756 0.09
H -3.838 -3.694 2.022 0.08
H -1.371 -2.238 0.731 0.04
H -1.311 1.278 -2.144 0.02
H 5.927 0.471 -3.007 0.10
H 2.698 -2.606 -2.676 0.12
H 4.420 -1.468 -3.203 0.11
H 2.257 -4.166 -0.759 0.08
H -3.986 -3.339 -0.330 0.12
H -5.633 -2.384 -1.169 0.11
H 0.600 4.188 -1.110 0.11
H 0.442 -2.906 -2.289 0.08
H 4.746 3.829 -0.151 0.07
H -2.036 2.670 0.283 0.03
H -1.841 -3.913 0.468 0.09
H -2.335 1.706 -3.512 0.09
H 4.813 0.911 2.185 0.07
H -3.522 -1.987 2.355 0.05
H 4.715 2.635 2.602 0.08
H -2.340 -0.380 4.420 0.13
```

Properties
- Highest occupied orbital energy: -8.17 eV
- E: -47103.839 eV
- HOMO-LUMO gap: 7.73 eV

=====

Here is 3 unconnected molecules or ions with the total composition C3H11N3O in a non-equilibrium geometry from the OMol25 dataset. Energies are from ωB97M-V/def2-TZVPD.

Structure (XYZ):
```
18
Properties=species:S:1:pos:R:3:lowdin_charge:R:1
O 0.589 -0.779 0.683 -0.24
N 2.871 1.562 -0.630 0.06
N 1.802 1.018 -0.598 0.02
N -1.394 -0.212 -0.030 -0.10
C 0.746 -2.128 0.270 -0.15
C -1.073 0.643 -1.069 -0.21
C -1.760 0.448 1.194 -0.16
H 2.855 2.525 -1.058 0.09
H 1.343 -0.173 0.278 0.02
H -2.846 0.602 1.175 0.08
H -1.522 -0.199 2.036 0.07
H -1.116 0.141 -2.034 0.07
H 0.860 -2.206 -0.817 0.08
H -1.268 1.415 1.356 0.07
H 0.129 1.031 -0.986 0.09
H -0.150 -2.669 0.567 0.08
H -1.683 1.556 -1.096 0.08
H 1.618 -2.573 0.759 0.07
```

Properties
- Highest occupied orbital energy (spin up / spin down): -8.55 / -7.51 eV
- E: -9801.200 eV
- HOMO-LUMO gap (spin up / spin down): 8.55 / 6.53 eV

=====

Here is 2 unconnected molecules or ions with the total composition C3F5NO2 in a non-equilibrium geometry from the OMol25 dataset. Energies are from ωB97M-V/def2-TZVPD.

Structure (XYZ):
```
11
Properties=species:S:1:pos:R:3:lowdin_charge:R:1
F 2.013 0.689 -1.100 0.20
F -0.197 2.219 0.028 0.16
F 2.121 0.572 1.071 0.19
F -2.245 1.555 -0.016 0.18
F 2.166 -1.243 -0.119 0.20
O -2.390 -1.247 -0.046 0.10
O -0.519 -2.317 0.075 0.10
N -1.184 -1.317 0.035 -0.42
C -0.990 1.170 0.025 -0.35
C -0.526 -0.067 0.079 0.11
C 1.752 -0.015 -0.034 -0.47
```

Properties
- Highest occupied orbital energy (spin up / spin down): -10.85 / -10.85 eV
- E: -22277.004 eV
- HOMO-LUMO gap (spin up / spin down): 10.33 / 10.33 eV

=====

Here is a molecular structure, C25H48N3O4PdS2Si2 from the OMol25 dataset. Energies are from ωB97M-V/def2-TZVPD.

Structure (XYZ):
```
85
Properties=species:S:1:pos:R:3:mulliken_spin:R:1
Pd -0.480 -2.432 0.275 1.12
S 0.439 0.532 1.421 1.01
S 2.060 -2.224 -0.385 0.03
Si -2.131 -4.264 -1.355 -0.05
Si -3.141 -1.402 0.165 -0.04
O 1.670 -5.204 2.965 0.27
O -0.141 -4.120 2.065 0.16
O 2.138 -3.585 -0.839 0.01
O 1.110 -1.339 -1.089 0.10
N -0.023 2.908 2.429 0.04
N 1.546 -2.122 1.150 0.26
N 0.534 2.889 0.185 -0.02
C -4.969 -1.555 -0.189 0.05
C 4.749 -2.366 -0.623 0.00
C -2.404 -0.248 -1.123 0.04
C 6.224 -0.459 -0.420 0.01
C 0.987 -4.383 2.426 0.04
C -0.208 5.230 -1.797 0.00
C 3.658 -1.521 -0.480 0.02
C 0.065 4.066 -2.757 0.00
C -2.954 -0.667 1.885 0.04
C -0.001 4.358 2.675 0.00
C -2.459 -3.157 0.156 0.61
C 5.106 0.373 -0.297 0.00
C 6.025 -1.824 -0.594 0.00
C -3.721 -5.169 -1.725 0.05
C 0.294 2.263 1.315 -0.14
C -2.427 5.042 2.134 0.00
C -0.846 -5.524 -0.877 0.04
C 0.792 2.232 -1.112 -0.02
C 7.613 0.116 -0.341 0.00
C 3.827 -0.147 -0.317 -0.02
C -1.340 4.870 3.196 0.00
C 2.110 -2.943 2.098 0.32
C -0.202 2.676 -2.177 0.01
C -2.896 3.755 1.454 0.00
C -1.573 -3.257 -2.820 0.03
H 2.038 -2.559 3.114 0.01
H 0.789 4.558 3.398 0.00
H 0.432 3.891 0.164 -0.01
H 8.351 -0.570 -0.754 0.00
H -3.285 5.513 2.615 0.00
H 0.156 -5.094 -0.836 -0.01
H -2.071 5.749 1.377 0.00
H -0.627 -2.747 -2.622 -0.02
H -5.471 -0.599 -0.006 0.01
H -3.764 3.954 0.825 0.00
H 7.681 1.063 -0.877 0.00
H -3.753 -1.036 2.535 0.00
H -4.199 -5.511 -0.804 0.00
H 1.810 2.471 -1.425 0.00
H 2.960 0.495 -0.219 0.01
H -0.830 -6.334 -1.614 0.00
H -3.501 -6.048 -2.339 0.01
H 0.625 5.404 -1.104 0.00
H 7.882 0.308 0.700 0.00
H -1.692 4.206 3.992 0.00
H -1.123 5.060 -1.218 0.00
H -3.188 3.002 2.191 0.00
H -1.338 -0.410 -1.304 -0.01
H 1.098 4.117 -3.110 0.00
H -2.316 -2.508 -3.109 0.00
H -1.148 5.840 3.658 0.00
H -5.151 -1.843 -1.228 0.00
H -2.915 -0.358 -2.083 0.00
H -1.415 -3.918 -3.678 0.00
H -5.425 -2.308 0.459 0.00
H 6.884 -2.475 -0.707 0.00
H -0.342 6.163 -2.342 0.00
H -1.212 2.639 -1.757 0.00
H -2.541 0.784 -0.787 0.00
H -3.022 0.426 1.855 0.00
H 0.263 4.887 1.760 0.00
H -2.126 3.318 0.811 0.00
H 5.252 1.441 -0.179 0.00
H -0.165 1.940 -2.982 0.00
H 4.589 -3.426 -0.771 0.00
H -0.566 4.183 -3.638 0.00
H -4.435 -4.545 -2.270 0.00
H -2.004 -0.940 2.344 -0.01
H -1.078 -5.954 0.100 0.00
H -2.735 -3.732 1.044 -0.02
H 0.739 1.151 -0.962 0.04
H 3.079 -3.379 1.871 0.00
H -0.221 2.330 3.232 0.01
```

Properties
- ⟨S²⟩: 6.0135
- Highest occupied orbital energy (spin up / spin down): -10.54 / -11.55 eV
- Net charge: +1
- E: -80261.625 eV
- HOMO-LUMO gap (spin up / spin down): 8.27 / 5.15 eV
- Spin multiplicity: 5

=====

Question: Which of these has the lowest E?
Answer: C25H48N3O4PdS2Si2